This record from the OMol25 dataset describes a 14-piece molecular cluster, C5H38N2O14 overall at a distorted geometry. The level of theory is ωB97M-V/def2-TZVPD.

```
59
Properties=species:S:1:pos:R:3:forces:R:3:nbo_charge:R:1
C -0.319597 0.455069 -0.328641 -1.2 0.8 0.2 -0.26
C -0.360596 1.482800 0.846986 1.5 0.9 0.6 -0.24
C -0.974888 0.816497 2.056126 0.0 -0.4 0.4 -0.61
C -1.104669 2.727399 0.403564 -1.6 0.6 -1.9 -0.61
N 1.012963 0.261649 -0.887893 0.5 -0.6 -0.9 -0.70
C 1.134466 -0.403474 -2.119915 4.7 -0.9 5.0 0.81
N 2.210977 -1.298020 -2.241759 0.1 0.3 2.8 -0.85
O 0.376330 -0.224162 -2.983238 -4.0 0.8 -4.7 -0.70
H -0.764797 -0.484758 0.068522 0.7 0.6 -0.4 0.22
H -1.072964 0.867016 -1.092756 1.6 -0.8 0.8 0.23
H 0.684658 1.820881 1.268354 -1.5 -0.6 -1.4 0.19
H -2.014916 0.530563 1.815495 0.6 -0.2 0.3 0.22
H -0.984784 1.463557 2.949530 0.1 -0.1 -0.4 0.20
H -0.302971 -0.057137 2.259713 -1.2 0.8 0.0 0.22
H -1.130200 3.591798 1.058814 0.3 -0.1 0.4 0.22
H -2.193017 2.550695 0.111215 1.1 -0.4 0.8 0.20
H -0.773342 3.102545 -0.594207 0.4 -0.2 0.7 0.19
H 1.817110 0.209369 -0.252995 -0.7 -0.3 0.0 0.42
H 2.858821 -1.362617 -1.384014 -1.5 0.4 -2.4 0.41
H 2.710488 -1.286953 -3.106310 0.1 0.0 -0.5 0.40
H 4.067724 0.822527 -0.500561 -0.1 0.8 0.5 0.48
H 3.881663 -0.592566 -0.096321 0.5 0.3 0.4 0.48
O 4.284853 -0.055494 -0.789222 0.5 -1.3 -0.7 -0.98
H -2.316636 -1.761301 2.037448 -0.4 -0.2 0.1 0.52
H -2.028454 -2.778670 3.259733 -0.8 -0.6 0.3 0.48
O -1.687451 -2.109649 2.691745 1.3 0.7 -0.3 -1.01
H 2.528978 -0.599480 2.024129 -0.8 -1.3 1.2 0.48
H 2.528724 0.887114 1.816699 0.9 -1.1 -0.2 0.50
O 2.990034 0.047590 1.537072 -0.2 2.3 -0.6 -0.97
H -1.130854 -1.032658 -3.399110 -2.2 -0.8 1.9 0.53
H -2.598348 -1.439991 -3.677454 -1.0 -0.3 -0.7 0.48
O -2.023777 -1.404684 -2.928563 3.2 1.2 -1.7 -1.02
H 2.565715 2.334452 -0.603215 -3.9 -0.6 -1.0 0.47
H 3.844842 2.655235 -0.945313 2.1 1.0 -1.7 0.47
O 3.361901 2.452207 -0.185239 1.6 0.2 2.6 -0.91
H -4.003805 1.618024 1.376963 -0.1 -0.1 -0.2 0.48
H -4.456273 1.502770 -0.109413 0.1 -0.3 0.8 0.49
O -4.617232 1.152891 0.792641 -0.2 0.4 -0.5 -0.95
H 1.016838 1.537234 4.499274 -1.6 0.8 0.8 0.46
H 1.636124 0.201861 4.113511 0.0 -0.1 -0.1 0.50
O 1.779648 1.157624 4.134818 1.8 -0.5 -0.8 -0.97
H 1.169612 -1.847296 2.518594 0.1 -2.6 -4.2 0.49
H 0.194539 -1.326518 3.480099 -2.1 -0.1 0.2 0.49
O 1.099478 -1.435296 3.308788 2.0 2.2 4.4 -0.97
H -0.902969 -2.122778 -1.565975 0.5 1.5 -2.1 0.49
H -1.628322 -3.389300 -1.236744 1.3 1.7 1.1 0.49
O -1.076742 -2.635294 -0.822370 -1.7 -3.8 1.0 -0.96
H 0.841224 -2.972902 0.221648 0.4 -0.1 -2.1 0.49
H -0.136051 -2.878640 1.273462 -0.3 0.1 0.5 0.50
O 0.818843 -2.921482 1.149154 0.0 -0.1 1.5 -0.97
H -3.690804 0.846468 -2.613820 1.4 -0.4 3.4 0.47
H -2.679239 -0.033183 -1.979058 2.5 -2.9 -0.9 0.49
O -3.222117 0.631191 -1.679390 -4.4 3.8 -2.7 -0.97
H -2.513324 -1.504371 -0.253969 0.6 -0.8 -0.4 0.49
H -3.668093 -0.570805 0.087648 0.9 -0.3 1.1 0.52
O -2.903308 -1.066018 0.491360 -1.9 0.7 -0.2 -1.00
H -0.244866 3.155389 -2.712154 -1.8 0.4 2.7 0.46
H 0.622637 2.139527 -3.379446 -0.3 0.3 -0.1 0.48
O 0.250722 3.034296 -3.464952 2.1 -0.9 -2.6 -0.94
```
Forces are in eV/Å.

## Properties
HOMO level in eV: -9.869
Total energy in eV: -37447.0660
Orbital gap in eV: 9.7
LUMO in eV: -0.17
ΔE to the lowest compared entry with this formula, charge and spin in kcal/mol: 99.1

This record from the OMol25 dataset describes a 14-piece molecular cluster, C5H38N2O14 overall at a distorted geometry. The level of theory is ωB97M-V/def2-TZVPD.

```
59
Properties=species:S:1:pos:R:3:forces:R:3:nbo_charge:R:1
C 1.123579 -0.221703 1.072552 -1.0 1.2 -1.1 -0.26
N 0.698269 -0.906879 -0.201863 -0.4 -0.7 0.7 -0.68
C 1.818033 -1.568062 -0.939202 -1.2 1.9 2.9 -0.37
C 2.398545 -2.703292 -0.125353 -0.4 -0.7 -1.1 0.45
O 1.780862 -3.297371 0.726336 0.4 0.1 0.4 -0.58
C 0.243790 -0.558366 2.248129 -0.5 -0.1 1.9 -0.28
N -1.203283 -0.260695 1.914859 1.5 -0.3 1.5 -0.69
C -1.853149 0.219365 3.168893 -2.3 -1.5 -1.0 -0.45
H 2.202582 -0.176735 1.239457 -0.1 -0.4 0.1 0.22
H 0.778193 0.796255 0.832853 0.9 0.2 0.6 0.20
H -0.027075 -1.529373 0.143901 0.2 -0.6 -0.7 0.37
H 2.462112 -0.675604 -0.855295 0.7 -1.1 -1.3 0.27
H 1.451898 -1.812431 -1.933737 0.7 -0.2 -0.1 0.25
H 3.393733 -3.079126 -0.409655 0.2 0.2 0.1 0.12
H 0.331649 -1.489530 2.832803 0.0 -1.1 -1.4 0.19
H 0.528332 -0.047645 3.193538 0.0 1.2 -1.1 0.22
H -1.599293 -1.185202 1.755946 -0.4 0.3 -0.2 0.38
H -2.190044 -0.648611 3.737008 1.0 -0.2 0.9 0.19
H -1.270442 0.932408 3.727195 0.0 0.3 0.0 0.21
H -2.892476 0.518641 2.930293 0.7 1.0 -0.1 0.22
H -2.282777 -3.296670 1.689308 -0.6 -0.1 -0.4 0.50
H -3.791908 -3.078856 1.260020 0.2 -0.2 -0.1 0.47
O -3.132882 -2.883215 1.927383 0.1 0.4 0.6 -0.98
H 2.557457 2.800320 0.698023 0.0 0.0 0.2 0.50
H 3.441000 3.516259 1.720354 0.0 0.1 0.1 0.47
O 3.437470 2.778662 1.107400 0.0 -0.2 -0.2 -0.98
H -0.428039 0.210508 -2.936800 0.5 0.5 0.2 0.47
H -0.763977 -0.622194 -4.001138 0.3 0.1 -0.9 0.48
O -0.306103 0.228195 -3.901743 -0.6 -0.7 1.0 -0.94
H -1.003488 3.196901 0.878736 0.3 -0.3 0.8 0.47
H -1.535289 4.513285 0.899097 -0.1 0.7 0.5 0.45
O -1.137368 3.908293 1.536050 -0.3 -0.3 -1.1 -0.94
H 4.905185 0.889749 1.277234 -0.2 -0.4 -0.4 0.50
H 5.129817 -0.706674 1.496220 0.0 0.4 -0.6 0.47
O 5.078164 0.167061 1.889147 0.1 0.0 1.0 -0.97
H -2.662840 -0.453794 -1.191084 -0.2 0.4 0.0 0.47
H -3.837473 -1.272202 -1.660763 -0.4 -0.3 0.0 0.46
O -3.447654 -0.405491 -1.758452 0.6 0.0 0.1 -0.94
H -1.513991 -2.492957 -3.493869 -0.2 -0.2 0.4 0.48
H -1.050775 -2.301647 -2.003855 -0.2 0.0 -0.3 0.48
O -0.748319 -2.461942 -2.908021 0.2 0.0 0.0 -0.96
H -0.879831 3.369097 -2.579154 0.0 0.3 -0.1 0.47
H -0.735264 2.035962 -3.255543 0.2 0.0 -0.4 0.49
O -0.217725 2.810350 -2.999823 -0.3 0.1 0.4 -0.96
H -4.293055 1.203971 0.864867 -0.4 0.1 0.4 0.46
H -3.637393 2.497455 0.771939 -0.1 0.5 0.3 0.47
O -4.265499 2.045134 1.352000 0.4 -0.6 -0.8 -0.93
H -0.716007 -4.259778 0.003641 -0.3 -0.2 -0.2 0.49
H -0.014792 -3.623275 1.154320 -0.4 0.4 -0.3 0.52
O -0.877538 -3.598951 0.682313 0.7 -0.3 0.3 -0.99
H 3.031921 1.132281 -3.066887 -0.1 0.0 -0.1 0.48
H 1.780995 0.226286 -3.052584 0.2 0.2 -0.2 0.49
O 2.717619 0.260972 -2.807342 0.1 0.2 -0.1 -0.96
H -1.887217 1.364308 0.851514 0.1 0.0 -0.5 0.51
H -0.872980 0.981668 -0.131782 0.0 0.0 -0.3 0.49
O -1.614931 1.605573 -0.063483 0.1 -0.1 0.2 -1.02
H 0.268309 2.928780 -0.893774 0.1 -0.2 0.0 0.50
H 1.727354 3.259386 -1.094682 -0.2 0.0 0.0 0.48
O 1.068017 3.141718 -0.395590 0.3 0.1 -0.3 -0.97
```
Forces are in eV/Å.

## Properties
HOMO level in eV: -9.381
Total energy in eV: -37444.9671
Orbital gap in eV: 9.0
LUMO in eV: -0.43
ΔE to the lowest compared entry with this formula, charge and spin in kcal/mol: 147.5

This record from the OMol25 dataset describes a 13-piece molecular cluster, C5H39N2O12 overall at a distorted geometry. The level of theory is ωB97M-V/def2-TZVPD.

```
58
Properties=species:S:1:pos:R:3:forces:R:3:nbo_charge:R:1
N 1.575528 0.647195 0.194678 0.4 2.4 0.9 -0.75
C 0.058910 0.872796 0.315258 0.5 2.1 0.1 -0.26
C -0.769612 -0.137229 -0.511204 2.2 -2.6 1.1 -0.26
N -1.241089 -1.139386 0.540295 1.0 1.9 -1.3 -0.70
C -1.738704 -3.196696 1.527130 -0.9 -1.3 0.0 -0.61
C -1.828716 -2.437200 0.118365 1.8 0.6 0.4 -0.08
C -3.139428 -2.078761 -0.494423 -2.6 -2.9 -1.7 -0.66
H 2.074338 0.264169 1.092784 -1.6 1.0 -2.0 0.47
H 1.774794 -0.031696 -0.520931 0.4 -0.5 -0.2 0.45
H 1.994787 1.583275 -0.118217 -0.1 -1.5 0.7 0.46
H -0.110432 2.022177 0.032133 0.3 -2.9 0.4 0.22
H -0.162907 0.810541 1.417093 0.0 0.0 -1.5 0.27
H -0.234458 -0.708666 -1.350732 0.0 0.7 1.5 0.21
H -1.477965 0.354757 -1.077104 -2.0 1.0 -0.6 0.21
H -1.963098 -0.563820 1.024946 0.5 -1.1 -0.1 0.40
H -1.523525 -2.397861 2.307400 -0.8 -1.3 -0.7 0.22
H -0.804997 -3.837947 1.496677 -1.6 0.9 0.3 0.20
H -2.662650 -3.906671 1.823838 2.1 1.8 -0.7 0.23
H -1.103879 -2.918156 -0.655928 -1.3 0.8 1.5 0.23
H -3.226109 -2.065583 -1.625600 0.8 0.9 1.2 0.23
H -3.884216 -2.891471 -0.384552 0.3 -0.2 0.4 0.22
H -3.667945 -1.291872 -0.001053 0.1 1.0 0.0 0.22
H -0.283857 1.209480 -4.282973 -0.4 -0.2 1.2 0.49
H 0.548874 0.201209 -3.668155 0.4 -0.7 0.4 0.47
O -0.217844 0.716058 -3.420787 0.0 0.9 -1.7 -0.95
H 0.388222 -4.718449 0.718572 -0.2 -1.0 1.0 0.47
H 0.746049 -4.642105 -0.676736 0.9 -5.4 -8.2 0.46
O 0.678418 -4.174841 0.017288 0.1 6.2 6.8 -0.92
H -0.224423 5.154746 0.265369 -0.1 6.3 -0.6 0.47
H -0.762511 3.926532 -0.276773 -4.3 -2.4 -4.5 0.48
O -0.233127 4.284606 0.312619 4.4 -3.8 5.1 -0.94
H -4.152443 0.711298 2.090857 0.2 0.2 0.2 0.50
H -2.877236 1.531331 1.773827 1.2 1.4 1.2 0.49
O -3.416194 0.836287 1.482181 -1.6 -1.8 -0.8 -0.96
H 3.611933 -1.476159 0.034693 1.7 -1.2 1.4 0.51
H 2.307009 -2.170753 -0.633971 -1.0 -3.2 0.3 0.51
O 2.857039 -1.458317 -0.491273 -0.3 3.4 -2.1 -0.99
H -0.222011 2.509462 3.485737 -0.7 0.3 -0.6 0.50
H -1.244266 3.025843 2.385244 0.2 1.2 -0.2 0.49
O -0.882653 2.264825 2.811192 0.4 -1.2 0.9 -0.98
H 0.791158 -1.162179 2.697745 -0.3 0.0 0.7 0.49
H 0.525837 -1.504483 1.240251 0.1 0.2 0.6 0.52
O 1.260904 -1.283028 1.880872 -0.2 -0.7 -0.6 -1.01
H 1.217890 2.544275 -2.945444 0.5 2.0 -1.6 0.46
H 0.165686 3.434581 -3.209823 -2.0 1.0 0.0 0.45
O 1.057397 3.406014 -3.488799 1.5 -2.9 1.6 -0.92
H 1.909133 3.627687 0.377868 -0.7 0.4 0.2 0.49
H 3.276655 4.010891 -0.126652 0.7 0.6 -0.3 0.50
O 2.739729 3.261199 0.082575 -0.3 -0.9 0.1 -0.97
H 3.896645 -1.766717 3.153711 0.4 1.8 -0.5 0.47
H 3.026294 -1.082633 2.197841 -0.1 0.3 0.0 0.47
O 3.832112 -0.870991 2.697042 -0.1 -2.2 0.5 -0.96
H 1.730955 -2.607921 -3.268649 -1.5 -1.5 1.0 0.48
H 0.481534 -3.506402 -3.484772 -0.8 -0.4 -1.0 0.48
O 1.053734 -3.205591 -2.802604 2.3 1.9 0.1 -0.96
H -3.485073 2.065154 0.056932 2.6 0.9 -0.6 0.50
H -3.014040 2.187311 -1.298455 0.5 0.2 -1.1 0.47
O -2.631455 2.396867 -0.448126 -3.0 -0.6 1.2 -0.99
```
Forces are in eV/Å.

## Properties
HOMO level in eV: -11.767
Charge: +1
Total energy in eV: -33359.2267
Orbital gap in eV: 9.3
LUMO in eV: -2.46
ΔE to the lowest compared entry with this formula, charge and spin in kcal/mol: 128.8

This record from the OMol25 dataset describes a 14-piece molecular cluster, C5H39N2O14 overall at a distorted geometry. The level of theory is ωB97M-V/def2-TZVPD.

```
60
Properties=species:S:1:pos:R:3:forces:R:3:nbo_charge:R:1
C 0.236605 0.326664 -0.995374 -1.7 1.6 0.7 -0.66
C -0.272085 -0.889721 -1.666635 -1.9 -0.7 -1.6 -0.07
C -1.486329 -0.615013 -2.675584 -1.1 1.6 2.9 -0.40
C -2.527241 0.474423 -2.136322 1.9 -0.1 0.7 -0.22
N -3.225329 0.175154 -0.877465 0.9 -0.6 0.7 -0.87
N 0.712187 -1.538121 -2.488638 1.8 -2.2 0.6 -0.65
C 1.386922 -2.728824 -1.909308 2.9 1.8 -0.7 0.08
O 2.063050 -2.564488 -0.650484 -3.3 -0.2 2.5 -0.85
H 0.559763 0.146255 0.018022 1.4 -0.2 0.0 0.24
H -0.648537 0.909281 -0.718202 0.0 0.2 -0.1 0.21
H 0.787371 1.022069 -1.652404 0.4 -0.6 0.5 0.22
H -0.657774 -1.608018 -0.921500 0.4 0.5 -0.4 0.20
H -1.153061 -0.156564 -3.575701 0.7 -0.1 -1.0 0.20
H -2.042115 -1.530578 -2.847453 0.2 -0.3 -0.3 0.19
H -3.228283 0.707341 -2.929941 -0.3 0.0 0.0 0.18
H -1.917723 1.374842 -1.908287 -0.6 -0.2 -0.6 0.19
H -3.398184 -0.815292 -0.842326 -0.3 -0.5 0.2 0.37
H -2.641605 0.339719 -0.013961 -0.2 -0.3 -1.6 0.38
H 1.488857 -0.920060 -2.699919 -0.5 0.2 -0.2 0.36
H 2.379391 -2.783597 -2.448810 -1.7 -0.9 -0.9 0.18
H 0.758293 -3.614665 -1.893458 -0.1 0.0 -0.1 0.16
H -2.391503 -2.096759 2.687700 -0.2 -0.5 -0.4 0.49
H -0.800195 -2.396811 2.254410 -1.5 1.1 0.2 0.52
O -1.492188 -1.797424 2.764009 1.5 -0.5 0.2 -1.03
H 3.031119 1.507570 -0.921662 0.2 0.2 -0.5 0.51
H 3.164176 2.986850 -1.407080 -0.1 -0.2 0.1 0.47
O 3.147793 2.072936 -1.714927 -0.2 0.4 0.6 -0.99
H -1.326365 -2.678221 0.355683 -0.6 -0.1 1.2 0.50
H -2.220274 -3.142895 -0.659661 -0.9 -0.2 0.2 0.45
O -2.309540 -2.848051 0.262631 0.8 -0.1 -1.4 -0.99
H -1.333941 -0.230786 3.085166 -0.2 0.3 0.0 0.51
H -1.948235 1.165753 3.574456 -0.3 0.0 0.0 0.48
O -1.151767 0.727840 3.280731 0.0 -0.5 0.0 -1.00
H 2.640396 -0.235361 2.625706 0.2 1.1 0.6 0.51
H 3.105828 0.657913 1.574896 0.2 0.6 -0.3 0.49
O 2.959999 0.725480 2.529005 0.0 -2.2 -0.1 -0.98
H 3.039194 0.239936 -2.948776 0.5 0.5 -1.0 0.47
H 2.700376 1.336275 -3.923798 0.0 0.4 0.1 0.47
O 3.198774 0.522667 -3.880278 -0.2 -1.1 0.6 -0.94
H -4.056858 1.191623 0.202873 -1.0 1.8 0.7 0.47
H -4.327668 2.574786 -0.231419 0.0 0.7 -0.1 0.45
O -4.334474 2.096393 0.595360 0.2 -1.9 -0.3 -0.98
H 1.226998 -2.697300 0.119064 1.8 0.3 -1.1 0.52
H 0.108354 -3.821133 1.276159 0.1 0.3 -0.2 0.46
O 0.157307 -2.867391 1.094097 0.6 -0.9 0.0 -1.17
H 1.665840 1.538907 2.889344 -1.9 2.5 -1.0 0.51
H 0.050863 1.631948 2.763087 1.5 1.6 0.0 0.50
O 0.871081 2.258610 2.698025 0.6 -3.1 0.8 -1.09
H 2.827240 -1.115038 -0.355108 -0.1 0.7 -0.1 0.52
H 4.229707 -0.586869 -0.503310 0.1 0.5 0.1 0.48
O 3.343773 -0.239539 -0.331242 0.0 -1.3 0.0 -1.03
H -1.409765 4.010094 1.301432 0.1 0.3 -1.1 0.49
H -2.097291 3.910740 2.529379 -1.1 0.5 -0.8 0.44
O -2.310736 4.214509 1.610101 0.7 -0.6 2.0 -0.96
H 0.385480 3.161325 0.098513 -0.2 0.1 -0.2 0.47
H 0.636243 3.519367 1.524424 -0.6 0.1 -0.5 0.52
O 0.176976 3.883238 0.703385 1.2 -0.4 0.5 -0.99
H 1.338617 -2.257282 2.247699 -0.2 1.3 1.0 0.52
H 0.766518 -1.061436 3.098507 -0.4 0.0 0.0 0.48
O 1.563975 -1.573271 2.965169 0.6 -1.1 -0.8 -1.00
```
Forces are in eV/Å.

## Properties
HOMO level in eV: -6.533
Charge: -1
Total energy in eV: -37465.0264
Orbital gap in eV: 9.1
LUMO in eV: 2.58
ΔE to the lowest compared entry with this formula, charge and spin in kcal/mol: 65.6